# 1
{"formula": "C4H6N2O", "method": "ωB97M-V/def2-TZVPD", "species": ["N", "C", "C", "O", "N", "C", "C", "H", "H", "H", "H", "H", "H"], "xyz": [[-1.79454, 0.74343, 0.86462], [-0.58283, 0.58438, 0.51902], [-0.19185, -0.82790, 0.17081], [-0.88542, -1.82313, 0.29856], [1.11603, -0.76896, -0.23702], [1.61718, 0.51487, -0.01041], [0.66872, 1.36205, 0.43777], [-1.79872, -0.82391, -1.83327], [-1.97430, 1.62808, 1.33706], [-1.29402, -2.13134, -1.47015], [1.63072, -1.57123, -0.55809], [2.67441, 0.70206, -0.16991], [0.81463, 2.41160, 0.65101]], "forces_ev_per_angstrom": [[0.4, 0.1, 0.6], [-0.2, -0.1, 0.4], [-0.5, -1.3, 0.3], [1.1, 0.7, 0.1], [0.0, -0.1, 0.0], [-0.1, 0.2, 0.0], [0.1, 0.0, 0.0], [1.2, -3.9, 0.4], [0.0, 0.4, -0.6], [-1.7, 3.9, -1.4], [0.1, 0.1, 0.1], [-0.3, 0.0, -0.1], [-0.1, -0.2, 0.0]], "orbital_gap_ha": [0.31453, 0.31455], "energy_ev": -9268.0274, "charge": 0, "largest_force_ev_per_a": 4.5, "lumo_ev": [-0.616, -0.616]}

# 2
{"formula": "C4H6N2O", "method": "ωB97M-V/def2-TZVPD", "species": ["N", "C", "C", "N", "C", "O", "C", "H", "H", "H", "H", "H", "H"], "xyz": [[-2.10039, 0.58501, -0.44590], [-0.80893, 0.15845, -0.20778], [-0.47450, -1.26990, 0.02422], [0.76827, -1.50077, 0.19444], [1.45183, -0.22155, -0.07240], [2.52122, 0.06845, 0.77561], [0.36379, 0.81788, -0.18556], [-2.83113, -0.01505, -0.08998], [-2.28174, 1.56127, -0.26399], [-1.21888, -2.06871, 0.05023], [1.90422, -0.38489, -1.06010], [2.16178, 0.39414, 1.61004], [0.54447, 1.87566, -0.32884]], "forces_ev_per_angstrom": [[-0.1, 0.0, 0.1], [0.4, 0.1, 0.1], [0.1, -0.1, 0.0], [-0.2, 0.1, -0.1], [0.0, 0.1, -0.2], [-0.1, 0.0, 0.2], [-0.2, -0.1, -0.1], [0.1, 0.1, 0.0], [0.0, -0.1, -0.1], [0.1, 0.1, 0.1], [0.0, 0.1, 0.0], [0.0, -0.1, 0.0], [0.0, -0.1, 0.0]], "orbital_gap_ha": 0.34120, "energy_ev": -9271.9748, "charge": 0, "largest_force_ev_per_a": 0.4, "lumo_ev": 0.653}

# 3
{"formula": "C4H6N2O", "method": "ωB97M-V/def2-TZVPD", "species": ["C", "C", "C", "C", "H", "H", "H", "H", "H", "H", "N", "N", "O"], "xyz": [[2.01454, -0.33995, 0.08146], [-0.36517, 0.22341, 0.22230], [-1.69771, 1.13861, 0.22109], [-0.94297, -0.98890, 0.00231], [2.00158, -0.74122, 1.31384], [2.94738, 0.45229, -0.23907], [1.72199, -1.26375, -0.63364], [0.98829, 1.30976, -0.88439], [-2.03420, 2.15817, -0.15436], [-0.57129, -1.96270, -0.02854], [0.89939, 0.64906, 0.05328], [-2.70246, 0.29264, 0.01508], [-2.25937, -0.92743, 0.03063]], "forces_ev_per_angstrom": [[-0.4, 0.8, 1.4], [-4.6, 1.5, -1.6], [0.5, -2.3, -2.1], [1.2, 1.3, 1.4], [0.6, 1.0, -3.8], [-2.1, -3.3, 1.0], [1.4, 2.0, 1.4], [-0.4, -2.2, 3.3], [1.3, -1.0, 1.3], [0.7, -1.2, -0.1], [2.5, 2.6, -2.8], [0.3, 3.4, 0.9], [-1.0, -2.5, -0.3]], "orbital_gap_ha": 0.33849, "energy_ev": -9268.0900, "charge": 0, "largest_force_ev_per_a": 5.1, "lumo_ev": 0.665}